Entry 1:
{"formula": "C7H14", "method": "ωB97M-V/def2-TZVPD", "elements": ["C", "C", "C", "C", "C", "C", "C", "H", "H", "H", "H", "H", "H", "H", "H", "H", "H", "H", "H", "H", "H"], "xyz": [[1.8353, 0.5317, -0.5369], [0.3398, 0.1829, -0.5091], [0.1106, -1.1366, -1.2569], [-0.5880, 1.3104, -1.0073], [-0.0349, 0.0720, 0.9682], [-0.4224, -1.1203, 1.7530], [-1.4397, 0.0518, 1.4466], [2.0086, 1.5198, -0.0953], [2.3836, -0.1986, 0.0723], [2.2712, 0.5287, -1.5415], [0.4845, -1.0934, -2.2880], [0.6304, -1.9561, -0.7474], [-0.9528, -1.3991, -1.3112], [-1.3501, 1.4225, -0.2239], [-0.0859, 2.2768, -1.1142], [-1.1252, 1.0671, -1.9273], [0.5504, 0.7497, 1.5911], [-0.7786, -2.0125, 1.2517], [0.1897, -1.3687, 2.6284], [-1.8115, 0.8421, 2.1050], [-2.2151, -0.2704, 0.7427]], "forces_ev_per_angstrom": [[0.0, 0.0, 0.0], [-0.1, 0.0, 0.1], [-0.1, 0.0, 0.0], [-0.2, 0.2, -0.1], [0.2, 0.1, -0.1], [-0.5, 0.0, 0.1], [0.1, -0.8, 0.7], [0.0, -0.1, -0.1], [0.0, 0.1, -0.2], [-0.2, 0.0, 0.1], [-0.1, 0.1, 0.2], [0.0, 0.1, -0.1], [0.1, 0.1, 0.1], [0.1, 0.4, -0.7], [0.0, -0.2, -0.1], [0.3, 0.1, -0.1], [0.1, 0.0, -0.2], [0.3, 0.0, -0.2], [-0.8, 0.5, 0.1], [0.4, -0.5, 0.2], [0.4, 0.0, 0.2]], "lumo_energy_ev": 1.00, "orbital_gap_ev": 11.03, "smiles": "CC(C)(C)C1CC1"}

---

Entry 2:
{"formula": "C35H33BN4O5S7Ti", "method": "ωB97M-V/def2-TZVPD", "elements": ["Ti", "N", "C", "C", "C", "C", "C", "C", "S", "N", "C", "C", "C", "C", "C", "C", "N", "H", "H", "H", "H", "H", "H", "H", "H", "H", "S", "C", "S", "C", "C", "S", "S", "S", "C", "N", "C", "C", "O", "H", "H", "H", "H", "H", "H", "H", "O", "C", "O", "C", "C", "C", "C", "S", "C", "C", "H", "H", "H", "H", "H", "C", "C", "C", "C", "C", "C", "C", "C", "O", "B", "O", "C", "C", "H", "H", "H", "H", "H", "H", "H", "H", "H", "H", "H", "H"], "xyz": [[-0.1711, -0.0857, 0.1758], [3.8270, 1.4870, 0.8950], [4.5952, 2.2332, -0.0079], [5.9794, 2.0321, 0.1309], [6.9137, 2.6287, -0.6930], [6.4742, 3.4448, -1.7260], [5.1213, 3.6897, -1.8610], [4.1450, 3.1696, -0.9879], [2.5475, 3.8469, -1.0975], [1.8616, 0.6722, -0.3341], [2.5466, 0.9120, 0.8902], [2.0168, 0.4060, 2.0454], [2.6130, 0.5576, 3.3493], [2.0918, -0.0977, 4.4168], [0.9421, -0.9208, 4.2566], [0.3486, -0.9575, 3.0220], [0.8253, -0.3220, 1.9423], [4.3591, 1.2148, 1.7024], [6.3209, 1.3679, 0.9219], [7.9709, 2.4475, -0.5370], [7.1846, 3.8971, -2.4091], [4.7687, 4.3491, -2.6435], [3.4599, 1.2182, 3.4851], [2.5417, 0.0135, 5.3968], [0.5198, -1.4688, 5.0863], [-0.5706, -1.5131, 2.8665], [-3.7096, 6.5617, -0.3112], [-2.8686, 5.1408, -0.2192], [-2.5854, 4.1012, -1.5720], [-1.6552, 2.8678, -0.7394], [-1.4660, 3.0734, 0.5808], [-0.5705, 2.0179, 1.5966], [-2.1888, 4.5256, 1.2461], [-1.0606, 1.5000, -1.5940], [2.6374, -0.0870, -1.3203], [3.1320, -1.3393, -0.7646], [4.5015, -1.6995, -1.0554], [2.3197, -2.1800, -0.1089], [1.1369, -2.0124, 0.1617], [3.5061, 0.4679, -1.6815], [1.6941, 1.6366, -0.7846], [1.9719, -0.2954, -2.1550], [5.1589, -0.8528, -0.8503], [4.6230, -1.9884, -2.1031], [4.8034, -2.5319, -0.4196], [2.8363, -3.0943, 0.2196], [0.2148, -1.4062, -8.9841], [-0.2385, -2.3966, -8.1570], [-0.5379, -3.4500, -8.6659], [-0.3054, -2.0982, -6.7247], [-0.6366, -3.1469, -5.8503], [-0.6540, -2.9631, -4.4912], [-0.3349, -1.7129, -3.9155], [-0.2167, -1.5807, -2.2096], [-0.0602, -0.6473, -4.7968], [-0.0432, -0.8415, -6.1586], [0.4445, -0.6338, -8.4572], [-0.8633, -4.1113, -6.2862], [-0.8956, -3.7747, -3.8173], [0.1343, 0.3319, -4.3773], [0.1657, 0.0215, -6.7858], [-8.5425, -1.4485, 0.6457], [-7.8303, -2.2909, 1.7149], [-7.9860, -1.6072, 3.0820], [-8.5376, -3.6478, 1.7857], [-6.3459, -2.4142, 1.3714], [-5.7222, -3.6483, 1.2035], [-4.3616, -3.7628, 0.9110], [-3.6333, -2.6028, 0.7896], [-2.3134, -2.4201, 0.5521], [-2.0708, -1.0184, 0.5355], [-3.3147, -0.3876, 0.7909], [-4.2464, -1.3579, 0.9428], [-5.5861, -1.2444, 1.2355], [-9.6069, -1.3599, 0.8803], [-8.4409, -1.9185, -0.3342], [-8.1221, -0.4451, 0.5836], [-9.0444, -1.5281, 3.3463], [-7.5586, -0.6043, 3.0746], [-7.4783, -2.1858, 3.8560], [-9.5927, -3.4909, 2.0204], [-8.1081, -4.2789, 2.5657], [-8.4762, -4.1733, 0.8311], [-6.2917, -4.5617, 1.3044], [-3.8955, -4.7316, 0.7856], [-6.0248, -0.2621, 1.3591]], "forces_ev_per_angstrom": [[1.3, 2.6, -0.8], [-0.2, 0.1, 0.1], [0.4, 0.1, -0.5], [-0.1, -0.1, 0.0], [0.2, 0.0, 0.0], [0.0, 0.0, -0.1], [0.2, -0.2, 0.1], [-0.1, 0.1, 0.3], [-0.5, -0.7, 0.1], [0.4, 1.3, -0.6], [0.2, -0.1, 0.9], [0.5, 0.4, -1.0], [0.0, -0.1, 0.7], [0.3, 0.2, -0.3], [-0.3, -0.3, -0.2], [0.1, -0.2, 0.4], [-0.5, 0.5, 0.3], [0.1, -0.1, -0.1], [0.0, 0.0, 0.0], [0.0, 0.0, 0.0], [0.0, 0.0, 0.0], [0.0, 0.0, 0.0], [-0.1, 0.1, 0.0], [0.0, 0.1, 0.0], [-0.1, 0.0, 0.0], [0.0, 0.0, 0.0], [-0.1, 0.2, 0.0], [0.2, -0.3, 0.0], [0.1, 0.1, 0.3], [-0.1, 0.4, 0.2], [-0.2, 0.3, -0.1], [-0.1, -1.3, -0.6], [0.0, 0.0, -0.4], [0.1, -1.0, 0.5], [0.3, -0.1, -0.2], [-0.4, 0.0, -0.1], [0.1, 0.0, 0.0], [0.3, 0.1, 0.1], [-0.3, 0.0, -0.2], [0.0, 0.1, 0.1], [0.1, -0.8, 0.5], [0.0, 0.0, 0.0], [0.0, 0.0, 0.0], [0.0, 0.0, 0.0], [0.0, 0.0, 0.0], [-0.1, 0.0, 0.0], [0.0, 0.0, 0.1], [0.0, 0.0, -0.5], [0.0, 0.0, 0.1], [-0.1, 0.0, 0.6], [0.1, 0.1, -0.3], [0.0, 0.2, 0.2], [-0.2, 0.5, -0.4], [0.0, -0.7, 0.7], [-0.1, 0.0, 0.2], [0.0, -0.2, -0.3], [0.0, 0.0, 0.0], [0.0, 0.0, 0.0], [0.0, 0.0, 0.0], [0.0, 0.0, 0.0], [0.0, 0.0, 0.1], [0.0, 0.0, 0.0], [-0.1, 0.0, 0.0], [0.0, 0.0, -0.1], [0.1, 0.1, 0.0], [0.0, -0.1, 0.0], [0.0, 0.0, 0.0], [0.2, 0.0, 0.0], [-0.4, 0.2, 0.1], [0.3, 0.0, 0.0], [-1.7, -1.2, 0.3], [0.2, 0.3, 0.0], [0.0, -0.5, 0.0], [0.1, 0.2, 0.0], [0.0, 0.0, 0.0], [0.0, 0.0, 0.0], [0.0, 0.0, 0.0], [0.0, 0.0, 0.0], [0.0, 0.0, 0.0], [0.0, 0.0, 0.0], [0.0, 0.0, 0.0], [0.0, 0.0, 0.0], [0.0, 0.0, 0.0], [0.0, 0.0, 0.0], [0.0, 0.0, 0.0], [0.0, 0.0, 0.0]], "lumo_energy_ev": 3.53, "charge": -2, "orbital_gap_ev": 4.68}

---

Entry 3:
{"formula": "C31H31IrN5O2Si", "method": "ωB97M-V/def2-TZVPD", "elements": ["Ir", "C", "C", "C", "C", "C", "C", "N", "N", "Si", "C", "C", "C", "H", "H", "H", "H", "H", "H", "H", "H", "H", "H", "H", "H", "H", "H", "H", "O", "C", "N", "C", "C", "O", "N", "C", "C", "C", "C", "C", "C", "C", "C", "C", "C", "C", "C", "H", "H", "H", "H", "H", "H", "H", "H", "H", "H", "H", "N", "C", "C", "C", "C", "C", "C", "C", "H", "H", "H", "H", "H"], "xyz": [[-0.1539, 1.7613, -0.4019], [0.9538, 5.2019, 0.3270], [0.4341, 4.7413, -0.9905], [0.4739, 5.5636, -2.1630], [-0.0975, 5.2431, -3.3591], [-1.0120, 4.1377, -3.4099], [-0.8912, 3.2090, -2.3251], [-0.3485, 3.6474, -1.1042], [-1.1931, 1.8905, -2.2626], [-1.4188, 0.7424, -3.7171], [-1.0354, -1.0410, -3.4374], [-3.2073, 0.9871, -4.1504], [-0.4534, 1.6609, -5.0617], [2.0210, 5.4534, 0.3471], [0.8055, 4.4282, 1.1225], [0.4476, 6.0877, 0.7407], [0.9315, 6.5458, -2.0583], [0.0596, 5.9480, -4.1885], [-1.7542, 3.9476, -4.1908], [-0.7095, -1.6307, -4.3036], [-1.9589, -1.5471, -3.1613], [-0.2520, -1.2750, -2.6843], [-3.8119, 0.1130, -4.2809], [-3.1448, 1.6310, -5.0433], [-3.6623, 1.5161, -3.2917], [0.4039, 2.3632, -4.7182], [-1.1823, 2.2632, -5.6493], [-0.0329, 0.8921, -5.7277], [-2.9284, -0.0477, -1.2343], [-2.0400, -0.6113, -0.5806], [-2.1098, -1.9328, -0.2867], [-1.1644, -2.3906, 0.6862], [-0.2483, -1.1585, 0.7613], [0.7083, -1.0524, 1.5324], [-0.7684, -0.1428, -0.0968], [-0.5240, -3.7124, 0.3780], [0.8262, -3.7314, -0.0136], [1.5869, -4.9048, 0.1007], [1.0359, -6.0830, 0.5020], [-0.3239, -6.1264, 0.7469], [-1.0578, -4.9492, 0.7611], [-1.8174, -2.5329, 2.1596], [-2.9831, -1.9069, 2.5664], [-3.4280, -1.9557, 3.8792], [-2.7341, -2.7222, 4.8146], [-1.5260, -3.2740, 4.4343], [-0.9838, -3.0803, 3.1637], [-2.9235, -2.4934, -0.5849], [1.3149, -2.7962, -0.2474], [2.6953, -4.7794, -0.0084], [1.6463, -6.9426, 0.7414], [-0.8529, -7.0287, 1.0097], [-2.0541, -4.9204, 1.2276], [-3.5520, -1.3359, 1.8251], [-4.2928, -1.4113, 4.2184], [-3.1036, -2.9803, 5.8052], [-0.8504, -3.7675, 5.1736], [-0.0241, -3.5070, 2.9141], [0.8430, 2.0780, 1.0647], [1.7717, 1.9896, 1.7812], [3.0439, 1.8187, 2.2830], [3.9890, 1.4542, 1.2671], [5.2446, 1.0731, 1.6874], [5.5516, 1.1364, 3.0325], [4.5830, 1.4414, 4.0637], [3.3005, 1.7569, 3.6802], [3.7886, 1.6967, 0.2077], [6.0851, 0.9061, 0.9411], [6.5604, 0.9011, 3.2860], [4.8941, 1.3394, 5.1197], [2.6103, 2.2045, 4.3803]], "forces_ev_per_angstrom": [[-4.5, -1.2, -4.2], [0.2, -0.8, 1.6], [-2.2, 0.5, -1.2], [1.2, 0.4, 1.4], [-2.0, -0.6, -0.5], [1.1, 0.0, 0.5], [-0.8, 0.8, -0.5], [2.0, -0.1, -0.2], [1.6, 0.6, 0.7], [-0.7, 1.1, -0.3], [1.0, -1.0, 0.6], [0.4, 1.0, 0.6], [1.1, 0.6, 0.2], [-0.2, -0.1, -0.4], [0.1, 0.5, -0.9], [-0.1, -0.1, -0.7], [0.3, -0.3, -0.1], [-0.5, -0.5, 0.3], [0.7, 0.1, 0.0], [0.1, 0.7, -0.3], [-0.1, 0.2, 0.3], [-0.5, 0.3, -0.2], [-0.2, -0.5, -0.4], [-0.7, -0.3, 0.3], [0.1, 0.0, -0.6], [-1.4, -1.4, -0.6], [0.6, -0.4, 0.3], [0.0, 0.4, 0.0], [2.1, -0.3, 1.3], [-0.7, 0.5, -1.5], [-1.2, -1.2, 0.2], [-1.9, -0.5, 1.1], [1.3, 1.8, 0.9], [-1.8, -0.2, -1.7], [-0.2, -1.1, 1.4], [2.3, -0.5, 0.1], [-0.4, -0.3, 0.3], [1.7, 2.2, -0.4], [-0.6, -1.1, 0.4], [-0.5, 0.1, 0.2], [-1.2, 0.8, 0.6], [0.8, 1.6, -1.6], [-0.6, 0.5, -1.2], [-0.4, 0.4, -0.7], [1.4, -1.6, 0.6], [1.5, -0.1, 1.3], [-0.4, -1.3, 0.6], [0.8, 0.7, 0.3], [0.2, -0.1, -0.1], [-1.2, -0.4, -0.1], [0.0, -0.1, -0.4], [0.2, -0.2, 0.2], [0.2, -0.4, -0.6], [0.1, -0.2, 0.3], [-0.3, 0.1, -0.2], [-0.1, 0.5, -0.2], [-1.0, 0.3, -0.6], [0.2, 0.3, 0.0], [2.1, 0.0, 2.9], [1.7, -0.1, 0.7], [-3.8, 0.3, -0.3], [2.8, -0.2, -1.6], [-0.1, 0.7, -2.3], [0.7, -0.7, 0.7], [-1.5, -0.1, 0.0], [2.5, 0.5, 1.8], [0.0, -0.5, 0.8], [-1.3, 0.0, 1.0], [0.5, 0.0, 0.5], [-0.3, 0.4, -0.7], [-0.3, -0.5, 0.0]], "lumo_energy_ev": [-5.53, -9.93], "charge": 2, "orbital_gap_ev": [4.73, 3.89], "spin_multiplicity": 6}

---

Entry 4:
{"formula": "C14H28BrGeNO3PRbS4SeTe", "method": "ωB97M-V/def2-TZVPD", "elements": ["Rb", "S", "S", "S", "S", "C", "Ge", "C", "C", "C", "Se", "C", "H", "H", "H", "H", "H", "H", "H", "H", "H", "H", "H", "H", "H", "H", "Br", "C", "C", "C", "C", "C", "N", "H", "H", "H", "H", "C", "C", "O", "P", "O", "Te", "O", "C", "C", "H", "H", "H", "H", "H", "H", "H", "H", "H", "H"], "xyz": [[-1.2104, -0.2260, -0.4967], [-2.8402, -2.3937, -2.4912], [-1.0933, -2.7744, -3.5572], [0.3790, -1.4160, -3.1005], [1.4852, -2.0275, -1.4282], [1.3235, 0.5486, 6.6199], [0.3923, 2.1527, 5.9830], [-1.5306, 1.8235, 5.9829], [0.8173, 3.6203, 7.2341], [0.9583, 2.6258, 4.1727], [0.5985, 1.1269, 2.9698], [2.4098, 0.4155, 2.9260], [0.9254, 0.2500, 7.5913], [2.3949, 0.7229, 6.7263], [1.1626, -0.2684, 5.9175], [-1.8793, 1.6259, 6.9990], [-1.7668, 0.9669, 5.3506], [-2.0718, 2.6805, 5.5805], [0.4859, 3.3778, 8.2454], [0.3244, 4.5432, 6.9265], [1.8931, 3.7997, 7.2601], [1.9982, 2.9435, 4.0834], [0.3319, 3.4419, 3.8069], [2.7459, 0.1012, 3.9130], [3.0940, 1.1612, 2.5186], [2.3916, -0.4453, 2.2588], [2.4488, 4.5515, 1.2735], [3.2557, 3.0517, 0.4014], [4.6321, 2.9009, 0.4985], [5.1814, 1.7852, -0.1131], [4.3498, 0.8961, -0.7754], [2.9877, 1.1570, -0.8106], [2.4481, 2.2291, -0.2162], [5.2317, 3.6205, 1.0361], [6.2494, 1.6100, -0.0592], [4.7197, -0.0003, -1.2530], [2.3176, 0.4498, -1.2908], [-5.6296, -1.6377, -0.0616], [-4.8908, -1.4623, 1.2432], [-4.4318, -0.1034, 1.3178], [-3.1943, 0.2532, 2.2913], [-2.0423, -0.6408, 2.0415], [-2.8894, 2.5993, 2.0599], [-3.7761, -0.1218, 3.7635], [-4.9169, 0.5555, 4.2693], [-5.1916, 0.0222, 5.6577], [-6.0375, -2.6485, -0.1267], [-4.9588, -1.4954, -0.9084], [-6.4512, -0.9229, -0.1305], [-4.0337, -2.1368, 1.3042], [-5.5457, -1.6519, 2.1015], [-5.7700, 0.3850, 3.6036], [-4.7194, 1.6321, 4.2856], [-5.3804, -1.0518, 5.6296], [-6.0636, 0.5176, 6.0906], [-4.3331, 0.2015, 6.3057]], "forces_ev_per_angstrom": [[0.2, -0.1, -0.3], [0.1, 0.0, 0.0], [-0.2, 0.0, 0.1], [0.3, -0.1, 0.1], [-0.2, 0.1, -0.2], [0.0, 0.0, 0.0], [0.0, 0.0, 0.0], [0.0, 0.0, 0.1], [0.0, 0.0, 0.0], [-0.1, 0.1, 0.0], [0.1, -0.1, -0.1], [0.1, 0.0, 0.0], [0.0, 0.0, 0.0], [0.0, 0.0, 0.0], [0.0, 0.0, 0.0], [0.0, 0.0, 0.0], [0.0, 0.0, 0.0], [0.0, 0.0, 0.0], [0.0, 0.0, 0.0], [0.0, 0.0, 0.0], [0.0, 0.0, 0.0], [0.0, -0.1, 0.0], [0.0, 0.0, 0.0], [0.0, 0.0, 0.0], [0.0, 0.0, 0.0], [0.0, 0.0, 0.0], [0.0, 0.0, 0.0], [0.0, -0.1, 0.1], [0.0, 0.0, 0.0], [0.0, -0.1, 0.0], [0.0, 0.0, 0.0], [0.0, 0.0, 0.1], [0.0, 0.1, -0.1], [0.0, 0.0, 0.0], [0.0, 0.0, 0.0], [0.0, 0.0, 0.0], [0.0, 0.0, 0.0], [0.0, -0.1, 0.0], [0.1, 0.0, 0.0], [-0.2, 0.1, 0.0], [-0.1, 0.3, 0.1], [0.0, -0.2, 0.3], [0.0, 0.0, 0.0], [0.0, -0.1, 0.0], [0.0, 0.0, 0.0], [0.0, 0.0, 0.0], [0.0, 0.0, 0.0], [0.0, 0.0, 0.0], [0.0, 0.0, 0.0], [0.0, 0.0, 0.0], [0.0, 0.0, 0.0], [0.0, 0.0, 0.0], [0.0, 0.0, 0.0], [0.0, 0.0, 0.0], [0.0, 0.0, 0.0], [0.0, 0.0, 0.0]], "lumo_energy_ev": 3.75, "charge": -2, "orbital_gap_ev": 4.43}

---

Energy relative to the best compared isomer or geometry (same formula, charge and spin), record by record: 147.5 76.9 352.9 0.0 kJ/mol